# 1
Computed, not measured: an isolated ion of composition C13H23N2O3 and charge +1, with wB97M-V/def2-TZVPD.

calculated total energy = -22967.943 eV
maximum force = 0.661 eV/Å
spin multiplicity = 1
Kohn-Sham gap = 8.006 eV
LUMO = -3.3 eV
total charge = +1
energy relative to the best compared isomer or geometry (same formula, charge and spin) = 299.12 kJ/mol

```
41
Properties=species:S:1:pos:R:3:forces:R:3
O -3.519 4.453 2.909 -0.07 -0.09 0.18
C -3.897 3.339 2.126 0.61 0.10 0.06
C -2.916 2.212 2.491 -0.56 0.05 -0.33
C -2.744 1.294 1.299 -0.26 -0.06 0.19
N -1.701 0.221 1.482 -0.65 -0.12 -0.05
O -2.221 -0.865 2.230 0.22 0.25 0.04
C -0.458 0.643 2.173 0.39 -0.12 0.49
C 0.656 -0.361 1.968 0.32 0.02 -0.17
C 0.829 -0.766 0.507 -0.05 -0.28 -0.04
N 2.081 -1.461 0.243 0.03 0.49 0.23
C 2.945 -0.846 -0.788 -0.45 -0.44 0.11
C 2.525 -1.265 -2.171 0.10 -0.16 -0.37
C 1.397 -0.747 -2.811 -0.02 -0.16 -0.31
C 0.985 -1.198 -4.063 0.50 -0.32 0.08
C 1.719 -2.195 -4.708 0.15 0.16 0.46
C 2.857 -2.711 -4.098 -0.19 0.33 0.13
C 3.268 -2.236 -2.856 -0.43 -0.11 -0.11
O 4.386 -2.807 -2.271 -0.12 0.20 0.07
H -4.274 5.032 3.039 -0.05 0.09 -0.02
H -4.923 3.039 2.315 -0.18 -0.06 -0.07
H -3.766 3.588 1.070 -0.23 0.00 -0.17
H -1.999 2.707 2.784 0.19 -0.04 0.08
H -3.337 1.638 3.311 0.26 0.01 0.33
H -3.674 0.759 1.129 -0.05 -0.14 -0.16
H -2.504 1.820 0.379 0.31 0.13 -0.02
H -1.461 -0.139 0.556 0.22 0.01 -0.03
H -2.648 -1.463 1.599 -0.11 -0.07 -0.05
H -0.709 0.728 3.226 -0.18 0.04 0.07
H -0.188 1.633 1.824 -0.08 0.09 -0.35
H 0.519 -1.230 2.604 -0.12 -0.17 0.03
H 1.573 0.120 2.308 0.05 0.12 0.05
H -0.001 -1.433 0.231 -0.09 -0.06 -0.14
H 0.729 0.125 -0.121 0.14 0.16 -0.09
H 2.599 -1.504 1.111 0.11 -0.15 -0.06
H 2.971 0.243 -0.695 -0.01 0.16 -0.04
H 3.935 -1.243 -0.610 0.23 0.10 0.04
H 0.823 0.040 -2.343 -0.01 0.12 0.12
H 0.119 -0.781 -4.550 -0.13 0.11 0.03
H 1.422 -2.570 -5.674 -0.09 0.01 -0.11
H 3.442 -3.484 -4.569 0.07 -0.09 -0.07
H 5.158 -2.328 -2.585 0.22 -0.09 -0.03
```
Forces are in eV/Å.

***

# 2
Computed, not measured: one molecule with the formula C13H23N3O2 at a distorted geometry, with wB97M-V/def2-TZVPD.

calculated total energy = -22409.249 eV
maximum force = 12.506 eV/Å
spin multiplicity = 1
Kohn-Sham gap = 9.797 eV
LUMO = 0.1 eV
total charge = 0
energy relative to the best compared isomer or geometry (same formula, charge and spin) = 1151.90 kJ/mol

```
41
Properties=species:S:1:pos:R:3:forces:R:3
C -1.300 -1.528 2.613 0.07 0.84 -0.92
C -2.461 -0.445 2.088 1.36 -0.68 1.06
O -3.217 -1.150 1.042 0.45 2.84 -0.35
C -3.492 -0.299 -0.125 -1.22 -0.28 -2.03
C -2.839 -1.010 -1.489 0.60 -0.17 1.13
C -1.350 -1.548 -1.047 0.82 0.25 0.17
C -0.296 -1.435 -2.314 -0.86 0.25 -0.45
C 0.608 -0.067 -2.137 0.01 -0.72 -0.57
C 2.090 -0.360 -1.419 -0.31 -0.84 -1.11
C 1.988 -1.632 -0.390 -3.60 -5.43 6.38
N 1.617 -2.550 0.479 3.75 8.61 -8.26
C 2.788 0.986 -0.796 0.92 0.42 0.32
O 4.266 0.935 -1.028 -1.98 -1.60 1.05
C 2.250 2.325 -1.640 -6.92 5.72 -1.92
N 1.435 3.262 -2.074 7.90 -8.76 3.95
C 2.573 1.200 0.815 -0.31 1.69 0.21
C 1.090 1.792 1.223 0.17 -1.01 1.78
N 1.284 3.137 1.954 -0.36 -1.04 0.92
H -0.326 -0.894 2.860 -2.06 -1.48 -0.12
H -1.667 -2.172 3.519 0.85 1.23 -1.86
H -1.002 -2.184 1.661 -0.79 1.28 2.35
H -1.843 0.488 1.699 -1.59 -1.81 0.46
H -3.164 -0.091 2.986 1.42 -0.79 -2.03
H -4.664 -0.234 -0.345 2.38 -0.17 0.85
H -3.123 0.807 -0.036 -0.37 -2.17 0.11
H -2.739 -0.221 -2.379 -0.35 -1.70 2.01
H -3.487 -1.942 -1.829 1.26 2.11 0.65
H -0.910 -0.831 -0.200 -1.05 -1.53 -1.75
H -1.366 -2.630 -0.546 -0.12 2.40 -1.35
H -0.970 -1.302 -3.290 1.61 -0.23 2.02
H 0.334 -2.410 -2.501 -1.04 2.02 0.59
H -0.045 0.699 -1.524 1.57 -1.44 -1.34
H 0.887 0.359 -3.216 -0.69 -0.70 2.56
H 2.787 -0.714 -2.321 -1.40 0.70 2.18
H 4.549 0.100 -0.532 -0.41 1.64 -0.95
H 2.812 0.267 1.480 -0.46 1.43 -1.79
H 3.355 2.040 1.144 -1.64 -1.82 -0.98
H 0.640 1.055 2.044 0.76 1.12 -2.08
H 0.332 1.859 0.333 1.66 0.17 1.67
H 2.111 3.063 2.619 -1.35 -0.13 -1.26
H 0.462 3.278 2.616 1.29 -0.23 -1.30
```
Forces are in eV/Å.

***

# 3
Computed, not measured: a 2-piece molecular cluster, C13H23N4O2 overall at a distorted geometry, with wB97M-V/def2-TZVPD.

calculated total energy = -23900.159 eV
maximum force = 3.058 eV/Å
spin multiplicity = 1
Kohn-Sham gap = 8.797 eV
LUMO = -2.6 eV
total charge = +1

```
42
Properties=species:S:1:pos:R:3:forces:R:3
C -2.741 -0.111 -5.703 0.38 -0.05 0.28
C -2.381 -1.231 -5.475 0.18 -0.16 0.00
C -1.794 -2.524 -5.067 0.10 0.44 0.52
N -0.846 -2.322 -3.957 -1.44 -0.27 -1.07
C -1.286 -1.922 -2.772 2.99 -0.50 -0.42
N -0.379 -1.732 -1.791 -1.18 0.09 0.24
C -1.118 -1.305 -0.771 2.17 -0.23 0.08
C -0.502 -0.930 0.538 -0.09 0.83 0.45
C 0.779 -0.082 0.292 -0.33 -0.87 0.06
O 0.483 0.761 -0.794 0.46 -0.02 0.19
C 1.642 1.331 -1.386 0.25 0.44 -1.20
C 2.547 0.318 -2.106 0.23 -0.54 1.27
N -2.385 -1.271 -1.096 -2.02 0.62 1.14
N -2.529 -1.667 -2.389 0.25 -0.22 -0.46
H -2.891 0.936 -5.834 -0.32 -0.05 -0.21
H -2.572 -3.193 -4.682 0.05 -0.16 -0.50
H -1.239 -2.989 -5.880 -0.29 -0.10 -0.01
H 0.138 -2.447 -4.118 0.06 0.14 0.35
H -1.165 -0.317 1.157 -0.29 -0.31 -0.22
H -0.270 -1.847 1.087 0.01 0.12 -0.03
H 1.584 -0.806 0.110 0.06 0.37 -0.36
H 1.058 0.501 1.181 -0.21 -0.14 -0.03
H 1.272 2.030 -2.146 -0.15 -0.01 0.32
H 2.219 1.920 -0.660 -0.15 -0.18 0.03
H 1.981 -0.501 -2.561 -0.08 0.38 -0.20
H 3.172 -0.167 -1.341 0.06 0.02 -0.32
H 3.235 0.781 -2.815 -0.28 0.09 0.00
H -3.155 -0.977 -0.515 -0.14 -0.01 -0.21
H -3.370 -1.724 -2.943 -0.25 0.32 0.37
C 0.959 1.042 5.666 0.08 0.06 0.20
C -0.250 1.566 4.911 -0.14 -0.11 -0.14
C 0.352 2.708 4.110 0.16 0.23 0.03
O 1.716 2.351 3.836 -0.28 -0.24 0.16
C 2.066 1.215 4.641 0.08 -0.04 -0.22
H 0.852 0.013 6.007 0.02 0.01 -0.01
H 1.155 1.671 6.537 0.01 -0.03 0.00
H -0.630 0.793 4.236 -0.03 0.01 0.02
H -1.067 1.885 5.557 0.01 0.02 -0.02
H 0.357 3.639 4.686 -0.10 0.01 -0.02
H -0.176 2.884 3.170 0.10 0.05 -0.04
H 2.136 0.342 3.980 0.04 -0.07 0.08
H 3.041 1.377 5.101 0.02 0.07 -0.10
```
Forces are in eV/Å.

***

# 4
Computed, not measured: a 3-piece molecular cluster, C13H23N7O4P overall at a distorted geometry, with wB97M-V/def2-TZVPD.

calculated total energy = -41751.542 eV
maximum force = 3.452 eV/Å
spin multiplicity = 1
Kohn-Sham gap = 7.632 eV
LUMO = -3.5 eV
total charge = +1

```
48
Properties=species:S:1:pos:R:3:forces:R:3
C -4.152 1.744 2.757 0.51 -0.10 -0.36
C -3.748 0.644 2.037 -0.74 0.46 1.04
N -2.370 0.255 2.228 0.33 0.71 -0.69
C -1.505 0.043 1.239 -1.60 0.25 -1.20
N -2.014 0.185 -0.039 2.22 -0.47 0.08
C -0.945 -0.062 -0.797 -0.76 0.21 1.09
N 0.142 -0.322 -0.052 0.81 -0.82 -2.05
C 1.437 -0.580 -0.663 0.27 0.36 -1.41
O 2.132 0.638 -1.031 -0.09 -1.61 -0.13
N 1.554 1.783 -0.406 0.48 0.60 1.22
O 2.256 2.120 0.456 -0.44 0.60 -0.26
N -0.187 -0.292 1.270 -1.54 -0.66 -0.31
P 0.848 -0.609 2.708 1.93 0.47 2.82
O -0.218 -1.349 3.760 0.21 0.32 -1.65
O 1.911 -1.797 2.346 -2.19 0.85 -0.91
H -4.898 1.698 3.563 -1.03 0.39 -1.61
H -3.687 2.713 2.482 0.96 -0.67 1.59
H -4.426 0.080 1.383 0.50 -0.93 1.08
H -2.077 0.199 3.190 -0.12 0.12 -0.26
H -0.892 -0.049 -1.892 -0.08 0.03 0.60
H 2.077 -1.268 -0.102 -0.24 0.78 0.23
H 1.222 -1.078 -1.630 0.02 0.15 0.62
H -0.529 -0.705 4.414 0.34 -0.18 0.08
H 1.582 -2.385 1.624 0.25 -0.47 0.29
C 5.046 -3.907 0.044 -0.02 0.01 -0.05
C 4.310 -5.062 -0.628 0.29 0.09 0.31
C 3.133 -4.596 -1.494 -0.07 -0.04 0.34
C 2.143 -3.883 -0.663 0.58 -0.71 -0.89
N 1.375 -3.334 -0.019 -0.39 0.16 0.58
H 4.397 -3.362 0.734 0.01 0.00 -0.02
H 5.890 -4.281 0.623 -0.01 0.03 -0.03
H 5.430 -3.201 -0.696 0.01 -0.01 0.04
H 3.953 -5.751 0.140 -0.06 -0.04 -0.12
H 5.011 -5.615 -1.255 -0.15 -0.02 -0.08
H 2.646 -5.452 -1.963 -0.13 0.10 0.01
H 3.479 -3.928 -2.285 -0.08 0.06 0.04
C -2.092 3.025 -2.347 0.04 -0.07 0.00
C -2.899 4.311 -2.495 0.04 -0.25 -0.15
C -2.540 5.364 -1.442 -0.23 -0.32 0.18
C -2.809 4.843 -0.085 0.30 0.68 -0.99
N -3.019 4.441 0.962 -0.13 -0.42 0.68
H -2.288 2.537 -1.390 -0.01 0.09 0.01
H -2.360 2.317 -3.134 0.02 0.04 -0.01
H -1.019 3.225 -2.420 -0.02 -0.01 0.00
H -3.962 4.072 -2.430 0.02 0.11 0.01
H -2.724 4.729 -3.488 -0.03 0.10 0.07
H -3.131 6.267 -1.596 0.04 0.01 0.11
H -1.485 5.634 -1.514 -0.02 0.01 0.08
```
Forces are in eV/Å.

***

# 5
Computed, not measured: one molecule with the formula C13H23O5PS at a distorted geometry, with wB97M-V/def2-TZVPD.

calculated total energy = -44211.131 eV
maximum force = 1.900 eV/Å
spin multiplicity = 1
Kohn-Sham gap = 9.577 eV
LUMO = 0.4 eV
total charge = 0

```
43
Properties=species:S:1:pos:R:3:forces:R:3
C -1.169 0.200 -3.768 0.60 1.49 1.01
C -0.681 1.164 -3.230 -1.10 -1.23 -0.67
C -0.241 2.409 -2.643 0.93 -0.84 -0.31
C 0.986 2.313 -1.731 0.39 0.86 0.12
O 1.553 3.335 -1.477 0.15 0.06 0.21
O 1.457 1.110 -1.286 -1.35 0.21 -0.31
C 1.026 0.688 0.017 1.02 -0.79 -0.04
C 1.077 -0.881 0.026 0.33 -0.37 -1.18
O 1.455 -1.425 -1.222 -0.07 0.16 0.21
C 0.384 -2.076 -1.878 0.12 -0.20 -0.10
C 0.155 -3.500 -1.344 0.26 0.53 -0.04
O -1.194 -3.887 -1.305 -0.02 0.01 -0.24
C -1.949 -3.240 -0.307 -0.23 -0.14 0.59
C -1.652 -3.709 1.112 -0.39 0.25 -0.10
O 1.987 1.069 0.942 -0.87 0.18 0.28
C 1.866 2.322 1.618 0.74 0.27 0.85
C 1.297 2.200 3.044 -0.25 0.27 -0.59
C 0.167 3.201 3.357 0.55 -0.66 0.65
P -0.757 1.123 0.422 -0.56 -0.05 0.66
S -1.539 0.194 1.936 0.10 0.00 0.03
H -1.698 -0.633 -4.115 -0.17 -0.67 -0.44
H 0.081 3.044 -3.456 0.10 0.45 -0.16
H -1.044 2.927 -2.141 -0.23 0.13 0.31
H 0.117 -1.308 0.291 -0.19 0.07 0.49
H 1.830 -1.194 0.734 0.08 0.23 0.44
H 0.667 -2.122 -2.922 0.00 0.06 -0.28
H -0.525 -1.485 -1.812 -0.21 0.09 0.02
H 0.640 -3.573 -0.370 -0.01 -0.07 0.22
H 0.667 -4.178 -2.009 0.04 -0.45 -0.09
H -1.888 -2.152 -0.349 0.29 0.22 -0.19
H -2.983 -3.479 -0.511 -0.29 -0.05 -0.25
H -2.060 -2.984 1.807 -0.01 0.26 0.17
H -0.597 -3.809 1.329 0.24 -0.10 0.02
H -2.179 -4.630 1.310 0.17 -0.50 0.03
H 2.883 2.667 1.741 0.36 0.08 -0.36
H 1.372 3.095 1.040 -0.30 -0.11 -0.35
H 0.991 1.171 3.165 -0.35 -0.23 0.12
H 2.091 2.357 3.761 0.32 -0.03 0.07
H -0.681 2.653 3.742 -0.53 0.02 -0.19
H -0.102 3.831 2.520 -0.18 0.07 -0.23
H 0.490 3.834 4.173 -0.01 0.42 0.07
H -1.454 0.835 -0.769 0.38 0.19 -0.11
H -0.846 2.525 0.557 0.17 -0.06 -0.33
```
Forces are in eV/Å.

***

# 6
Computed, not measured: an isolated ion of composition C13H24BBrF3IN3O2 and charge +1 at a distorted geometry, with wB97M-V/def2-TZVPD.

calculated total energy = -109397.256 eV
maximum force = 3.687 eV/Å
spin multiplicity = 1
Kohn-Sham gap = 6.790 eV
LUMO = -4.7 eV
total charge = +1

```
48
Properties=species:S:1:pos:R:3:forces:R:3
C 1.647 0.630 3.432 -1.48 -0.06 -1.12
C 0.338 0.216 2.977 2.56 0.92 1.80
N 0.240 -0.272 1.591 -2.87 2.30 -0.26
C -0.670 0.498 0.768 1.41 -0.52 -1.37
N -2.008 0.976 1.104 2.43 0.97 0.37
I -3.276 -0.483 1.797 -0.17 -0.16 -0.15
C -2.008 2.207 1.899 -1.87 0.49 0.62
F -3.038 3.029 1.389 2.18 -1.33 1.10
F -2.394 1.874 3.216 1.32 1.61 -2.35
F -0.829 2.925 1.854 -2.36 -1.69 0.22
N -0.248 0.821 -0.449 -0.14 -0.48 1.48
C 1.094 0.486 -0.997 0.91 0.13 -1.61
C 1.040 -0.759 -2.039 1.13 0.91 -0.12
C 2.557 -1.226 -2.237 0.60 -0.29 -0.33
C 3.510 -0.111 -2.884 0.78 -0.50 0.31
B -1.175 1.595 -1.398 -2.14 0.42 -1.23
O -1.087 3.016 -1.436 -0.56 -2.42 0.79
O -2.080 0.794 -2.150 1.35 1.82 2.56
C -3.434 1.344 -2.144 -1.77 -0.17 -1.40
C -4.535 0.281 -1.681 -0.13 0.05 0.71
C 0.062 -1.754 1.469 1.14 -1.55 -0.40
Br -0.518 -2.545 3.237 0.03 0.10 -0.89
C 1.400 -2.552 1.082 -0.40 -0.67 1.11
C 2.653 -2.226 2.024 -0.19 -0.48 -0.69
H 2.249 0.062 4.205 -1.57 1.67 0.31
H 2.087 1.585 2.993 0.44 -2.28 -0.69
H -0.511 0.352 3.708 0.70 -1.75 -1.00
H 1.398 1.383 -1.645 -0.53 -1.10 1.11
H 1.912 0.378 -0.223 -1.40 -0.11 -0.54
H 0.338 -1.580 -1.702 0.87 0.99 -0.41
H 0.719 -0.320 -3.049 0.05 -0.87 1.46
H 2.635 -2.144 -2.919 -0.43 1.25 0.98
H 3.063 -1.548 -1.260 -1.05 0.50 -1.14
H 3.583 -0.190 -4.016 -0.41 0.25 1.47
H 4.565 -0.332 -2.495 -1.41 0.41 -0.62
H 3.278 0.951 -2.565 0.17 -1.26 -0.49
H -1.755 3.402 -0.831 0.51 0.12 -0.52
H -3.669 1.608 -3.234 0.41 0.02 1.69
H -3.536 2.245 -1.460 0.35 -0.98 -1.07
H -5.391 0.160 -2.428 1.39 0.25 0.88
H -5.003 0.664 -0.708 0.60 -0.67 -1.35
H -4.097 -0.748 -1.462 -0.44 1.41 -0.43
H -0.747 -2.026 0.719 0.89 0.63 1.02
H 1.152 -3.656 1.270 0.16 1.58 -0.42
H 1.617 -2.470 -0.026 -0.16 0.22 1.37
H 3.371 -3.109 1.911 -0.83 1.40 0.19
H 2.352 -2.160 3.126 0.39 -0.04 -1.69
H 3.152 -1.275 1.665 -0.44 -1.08 0.68
```
Forces are in eV/Å.